Computed, not measured: a 2-piece molecular cluster, C3H3Br2N overall, with ωB97M-V/def2-TZVPD.

Results
E_tot, a.u.: -5318.84330
ΔE to the lowest compared entry with this formula, charge and spin, kcal/mol: 20.8
Lowest unoccupied orbital energy, eV: -0.2
HOMO energy, eV: -10.1903
Structure (SMILES): C=C(Br)C#N.Br
Kohn-Sham gap, eV: 10.0
F_max, Eh/bohr: 0.06169
M, g mol⁻¹: 212.9

Last column: natural (NBO) charge in e.
Atoms and positions in Å:
1 C -0.027 -0.899 0.451  -0.29
2 C 1.230 -0.503 0.198  -0.20
3 Br 2.640 -1.068 1.393  0.08
4 C 1.726 0.240 -0.856  0.21
5 N 2.204 0.799 -1.751  -0.24
6 H -0.783 -0.639 -0.193  0.22
7 H -0.297 -1.544 1.348  0.23
8 Br -2.830 1.993 0.227  -0.22
9 H -3.863 1.623 -0.816  0.22

Computed, not measured: one molecule with the formula C3H3Br2N3S, with ωB97M-V/def2-TZVPD.

Results
E_tot, a.u.: -5826.48914
ΔE to the lowest compared entry with this formula, charge and spin, kcal/mol: 13.1
Lowest unoccupied orbital energy, eV: -0.5
HOMO energy, eV: -8.2423
Kohn-Sham gap, eV: 7.8
F_max, Eh/bohr: 0.08291
M, g mol⁻¹: 273.0

Last column: natural (NBO) charge in e.
Atoms and positions in Å:
1 C -1.553 -0.527 0.080  0.01
2 C -0.926 -0.466 -1.075  -0.12
3 C 0.470 0.177 1.002  0.21
4 N -0.835 -0.179 1.206  -0.59
5 N 0.914 -0.122 -0.234  -0.19
6 N 1.787 0.609 -0.904  -0.59
7 S 1.428 0.831 2.174  -0.22
8 Br -3.413 -0.921 0.355  0.08
9 Br -1.154 -0.925 -2.815  0.20
10 H -1.253 -0.114 2.122  0.44
11 H 2.532 0.096 -1.353  0.38
12 H 2.002 1.540 -0.558  0.39

Computed, not measured: one molecule with the formula C3H3BrClNO, with ωB97M-V/def2-TZVPD.

Results
E_tot, a.u.: -3280.24393
ΔE to the lowest compared entry with this formula, charge and spin, kcal/mol: 32.5
Lowest unoccupied orbital energy, eV: -0.1
HOMO energy, eV: -9.6314
Structure (SMILES): O=C1C[C@@H](Cl)N1Br
Kohn-Sham gap, eV: 9.5
F_max, Eh/bohr: 0.07193
M, g mol⁻¹: 184.4

Last column: natural (NBO) charge in e.
Atoms and positions in Å:
1 O -1.179 -1.854 -0.796  -0.57
2 C -0.647 -0.858 -0.375  0.66
3 C 0.474 0.021 -0.914  -0.52
4 C 0.644 0.679 0.452  -0.04
5 Cl 0.464 2.390 0.508  0.04
6 N -0.740 -0.211 0.836  -0.57
7 Br -1.923 -0.430 2.249  0.27
8 H 1.487 -0.453 -1.363  0.24
9 H 0.090 0.543 -1.733  0.25
10 H 1.328 0.173 1.136  0.23